Below is a molecular structure, C21H23NO3SSeTaTe, with properties calculated with ωB97M-V/def2-TZVPD.

Calculated total energy ... -4219.378886 Eh
HOMO-LUMO gap ... 0.220 hartree
Lowest unoccupied orbital energy ... 2.29 eV
Relative energy (zero: lowest compared OMol25 entry of this formula, charge and spin) ... 9.27 kcal per mole

Geometry as ORCA input:
```
! RIJCOSX wB97M-V def2-TZVPD def2/J DEFGRID3
* xyz -1 1
Ta -0.243 0.647 1.474
C 2.039 -0.604 4.534
C 1.365 0.744 4.342
C 1.345 1.563 5.623
O 0.027 0.592 3.838
C 2.077 1.537 3.225
O 3.210 1.938 3.393
O 1.341 1.725 2.178
H 1.541 -1.158 5.336
H 3.081 -0.446 4.811
H 1.992 -1.186 3.614
H 0.935 0.974 6.447
H 0.735 2.457 5.491
H 2.363 1.861 5.870
H -0.523 -0.022 4.339
C 0.586 -4.269 -3.682
C -0.625 -3.555 -3.063
C -1.882 -3.873 -3.886
C -0.819 -4.093 -1.644
C -0.391 -2.047 -3.074
C -0.094 -1.401 -4.288
C 0.081 -0.032 -4.361
C -0.013 0.700 -3.186
S 0.059 2.426 -2.958
C -0.235 2.195 -1.258
N -0.321 0.946 -0.887
C -0.252 0.077 -1.961
C -0.481 -1.295 -1.916
C -0.447 3.267 -0.307
C -0.448 4.619 -0.660
C -0.760 5.555 0.304
C -1.077 5.134 1.595
C -1.062 3.788 1.926
C -0.735 2.811 0.985
H 0.442 -5.351 -3.641
H 1.496 -4.022 -3.133
H 0.733 -3.992 -4.727
H -2.069 -4.950 -3.891
H -1.774 -3.544 -4.921
H -2.753 -3.373 -3.460
H -0.919 -5.180 -1.676
H -1.721 -3.689 -1.181
H 0.027 -3.843 -1.000
H -0.024 -1.980 -5.201
H 0.274 0.460 -5.305
H -0.719 -1.741 -0.963
H -0.220 4.931 -1.674
H -0.768 6.610 0.059
H -1.335 5.874 2.345
H -1.315 3.490 2.938
Te -2.640 0.112 2.197
Se 0.914 -1.386 1.040
*
```

These are the Mulliken partial charges, in e, on atoms 1 to 8:
1. Ta 0.782
2. C -1.486
3. C 1.708
4. C -1.795
5. O -0.189
6. C 0.281
7. O -0.681
8. O -0.442